{
  "formula": "C12H37AgN8O6",
  "method": "wB97M-V/def2-TZVPD",
  "elements": ["Ag", "O", "O", "O", "O", "O", "O", "N", "N", "N", "N", "N", "N", "N", "N", "C", "C", "C", "C", "C", "C", "C", "C", "C", "C", "C", "C", "H", "H", "H", "H", "H", "H", "H", "H", "H", "H", "H", "H", "H", "H", "H", "H", "H", "H", "H", "H", "H", "H", "H", "H", "H", "H", "H", "H", "H", "H", "H", "H", "H", "H", "H", "H", "H"],
  "coordinates": [[-1.1498, 1.7746, 0.1212], [0.1004, 1.8703, -1.8043], [0.2728, 2.4800, 2.0446], [-4.0133, -2.5416, 4.1679], [5.6643, -1.0852, -3.8950], [-5.8989, 0.9641, -1.3053], [-1.2084, -0.6193, 0.5550], [-3.2663, -2.1423, 2.0661], [-1.9104, -3.2440, 3.5679], [-0.2177, 0.9622, -3.8845], [-4.4762, 0.2384, 0.3090], [-4.0003, -0.1146, -1.9024], [2.8712, 0.0327, -1.7031], [-0.5570, -0.3035, -2.0179], [-2.1317, 1.6642, 2.0036], [4.7990, -0.1982, -3.1840], [3.7091, -0.9426, -2.4343], [1.6629, 2.6856, 1.8544], [-4.8455, 0.4258, -0.9962], [-0.1731, 2.1657, 3.3427], [-2.5156, 1.9770, 4.4474], [-3.1240, -2.6418, 3.3365], [0.0044, -1.1476, 0.9445], [-0.1849, 0.9087, -2.5201], [2.8327, -1.7265, -3.4273], [6.8470, -1.4595, -3.2329], [-1.6738, 2.3367, 3.2226], [-1.7800, 3.4030, 2.9841], [1.9183, 2.3628, 0.8472], [2.2734, 2.2010, 2.6176], [0.6795, -1.4832, 0.1289], [-3.1357, 1.7219, 1.8620], [-2.0899, 2.1379, 5.4385], [1.8678, 3.7615, 1.9133], [3.3752, -2.4249, -4.0733], [2.2085, 0.3591, -2.4045], [-2.7920, 0.9247, 4.3606], [-3.4898, 0.0857, 0.4943], [6.6571, -2.1920, -2.4366], [-4.1090, -1.6037, 1.9754], [7.4322, -2.0352, -3.9520], [4.3146, 0.3027, -4.0280], [-0.4160, 0.1146, -4.3880], [-5.0216, 0.5887, 1.0733], [-3.4171, 2.5912, 4.4164], [0.6174, -0.4979, 1.5954], [-3.1054, -0.5031, -1.6688], [7.3926, -0.5844, -2.8775], [-1.3766, -3.4371, 2.7403], [5.3876, 0.4426, -2.5253], [0.1233, 1.7355, -4.4233], [-0.7411, -1.0234, -2.6987], [-0.1008, -2.0833, 1.5343], [0.2208, 2.8348, 4.1079], [-4.2487, -0.0569, -2.8716], [-2.4514, -1.8149, 1.5491], [4.1147, -1.7107, -1.7717], [2.2252, -0.4982, -1.1180], [2.1332, -2.3464, -2.8607], [0.0472, 1.0944, 3.4601], [-0.6624, -0.5148, -1.0035], [-1.9828, 0.6499, 2.0278], [2.2993, -1.0727, -4.1247], [-1.7850, -3.7485, 4.4237]],
  "homo_lumo_gap_ev": 8.6,
  "molar_mass_g_mol": 497.346,
  "homo_ha": -0.309,
  "e_lumo_ev": 0.239,
  "total_charge": 0,
  "de_lowest_kcal_mol": 0.0,
  "max_force_ev_per_a": 1.594
}

***

{
  "formula": "C12H37AsBN2O7",
  "method": "wB97M-V/def2-TZVPD",
  "elements": ["As", "O", "O", "O", "O", "O", "O", "O", "N", "N", "C", "C", "C", "C", "C", "C", "C", "C", "C", "C", "C", "C", "B", "H", "H", "H", "H", "H", "H", "H", "H", "H", "H", "H", "H", "H", "H", "H", "H", "H", "H", "H", "H", "H", "H", "H", "H", "H", "H", "H", "H", "H", "H", "H", "H", "H", "H", "H", "H", "H"],
  "coordinates": [[-4.5545, -2.2430, -0.8187], [6.1571, -0.5667, 0.4543], [-0.1600, 1.6460, -0.3007], [3.1687, -3.8063, -1.0206], [-1.2769, -3.5997, -0.8022], [-2.6830, -1.7150, -0.3194], [-0.7451, -1.4441, -1.6653], [-3.4697, 4.9287, 0.2515], [-2.9007, 2.1715, 1.2609], [3.0499, -1.2487, 0.5573], [-4.3844, 4.4899, -0.7322], [3.1311, -4.6440, 0.1104], [-0.5302, 2.8731, -0.8866], [2.1145, -2.8375, -1.0736], [6.1778, -1.8472, -0.1445], [3.7689, -0.0116, 0.8208], [-3.7271, 4.4519, 1.5651], [-1.8594, 1.1649, 1.4428], [-2.7280, 3.4063, 1.9999], [-0.4225, 1.5158, 1.0852], [2.6310, -1.4424, -0.8261], [5.0710, 0.2608, 0.0802], [-1.6372, -2.2523, -0.9090], [4.9381, 0.2338, -1.0086], [-2.9857, 2.3817, 0.2760], [3.9936, 0.0159, 1.8909], [-4.2566, -1.8466, -2.3340], [0.1968, 0.6747, 1.4082], [-2.8822, 3.2042, 3.0659], [-6.0597, -2.6067, -1.1739], [7.2171, -2.1748, -0.1717], [-4.7772, -2.6315, 0.6956], [3.8171, -5.4710, -0.0748], [-5.4185, 4.6283, -0.4010], [1.8285, -0.7377, -1.0563], [-3.6490, 5.3112, 2.2386], [-0.0557, 2.4019, 1.6237], [0.1121, 3.0264, -1.7538], [5.6083, -2.5843, 0.4286], [-1.5670, 2.8685, -1.2366], [5.7897, -1.8207, -1.1664], [-2.1498, 0.3015, 0.8358], [-4.2459, 3.4378, -1.0014], [3.4492, -4.1328, 1.0290], [3.0895, 0.8239, 0.6177], [-1.1458, -3.9977, -1.6650], [-0.6243, -0.6194, -1.1843], [-1.8765, 0.8414, 2.4892], [-4.9455, -0.7375, -0.5334], [5.3809, 1.2775, 0.3359], [-0.3908, 3.7084, -0.1923], [1.6997, -2.8667, -2.0812], [2.1273, -5.0478, 0.2736], [-1.7235, 3.8459, 1.8902], [3.4489, -1.2637, -1.5409], [-4.7459, 4.0576, 1.6337], [-4.2168, 5.0986, -1.6195], [3.6177, -2.0336, 0.8463], [1.3077, -3.0915, -0.3840], [-4.0972, -3.7258, -1.1292]],
  "homo_lumo_gap_ev": 6.2,
  "molar_mass_g_mol": 407.169,
  "homo_ha": -0.128,
  "e_lumo_ev": 2.668,
  "total_charge": -1,
  "max_force_ev_per_a": 1.415
}

***

{
  "formula": "C12H37BrN2O5",
  "method": "wB97M-V/def2-TZVPD",
  "elements": ["Br", "O", "O", "O", "O", "O", "N", "N", "C", "C", "C", "C", "C", "C", "C", "C", "C", "C", "C", "C", "H", "H", "H", "H", "H", "H", "H", "H", "H", "H", "H", "H", "H", "H", "H", "H", "H", "H", "H", "H", "H", "H", "H", "H", "H", "H", "H", "H", "H", "H", "H", "H", "H", "H", "H", "H", "H"],
  "coordinates": [[0.0523, -0.0325, -0.4686], [-4.2675, 0.0063, 1.2514], [2.6409, 0.9272, -0.4301], [0.2883, 2.4870, -0.1850], [3.6719, -0.5115, 1.3293], [-1.7272, 0.6068, -2.1314], [0.2365, -1.2073, 2.3676], [-2.2851, -1.7343, -1.4232], [-2.9951, -1.5338, -0.1042], [4.4761, -1.0650, 0.3115], [1.8047, -0.2597, 3.7031], [-4.6457, 1.2871, 1.6366], [-2.5384, -0.6061, -4.0986], [-3.3582, -0.0496, 0.1719], [2.8074, 1.9892, -1.3902], [-1.3199, -0.2840, -3.1767], [-2.1790, -2.2003, 1.0195], [4.0143, 2.8412, -1.0351], [2.5588, -1.3305, 1.5359], [1.4645, -0.4826, 2.2527], [3.9845, 3.2683, -0.0327], [0.4684, -2.1066, 2.7644], [-5.0187, 1.2309, 2.6593], [-2.4450, 0.4100, 0.5500], [-3.6751, 0.5117, -0.7071], [4.2409, 3.6097, -1.7741], [-1.1503, 0.4361, -1.3832], [4.8872, 2.1888, -1.0588], [2.1307, -1.8362, 0.6704], [1.8479, -1.1808, 4.2843], [0.4706, 2.7802, 0.7108], [-0.4521, 0.1347, -3.6863], [2.8556, -2.2139, 2.1012], [-2.7122, -1.9978, 1.9484], [-3.9743, -1.9890, -0.2525], [-3.8485, 2.0293, 1.5950], [2.7755, 0.2354, 3.7266], [0.3003, 1.5323, -0.2850], [1.9632, 2.6437, -1.1735], [3.9244, -1.0593, -0.6285], [-5.4885, 1.5881, 1.0143], [-2.2742, -0.8974, -1.9885], [-3.4918, -0.7361, -3.5866], [1.8761, 0.3663, -0.5787], [1.1189, 0.4210, 4.2074], [1.3342, 0.4441, 1.6938], [-0.5512, 2.8163, -0.5141], [-2.7532, 0.2862, -4.6866], [4.9270, -2.0470, 0.4543], [-1.3425, -1.7795, -1.0633], [-0.1316, -1.3496, 1.4379], [-1.9780, -3.2711, 0.9848], [5.3303, -0.3929, 0.2296], [-1.1632, -1.8217, 1.1332], [-1.0247, -1.2350, -2.7333], [2.7635, 1.5951, -2.4055], [-2.4241, -1.4617, -4.7642]],
  "homo_lumo_gap_ev": 7.6,
  "molar_mass_g_mol": 369.341,
  "homo_ha": -0.306,
  "e_lumo_ev": -0.697,
  "total_charge": 0,
  "max_force_ev_per_a": 6.913
}

***

What did the first record say?
{
  "formula": "C12H37AgN8O6",
  "method": "wB97M-V/def2-TZVPD",
  "elements": ["Ag", "O", "O", "O", "O", "O", "O", "N", "N", "N", "N", "N", "N", "N", "N", "C", "C", "C", "C", "C", "C", "C", "C", "C", "C", "C", "C", "H", "H", "H", "H", "H", "H", "H", "H", "H", "H", "H", "H", "H", "H", "H", "H", "H", "H", "H", "H", "H", "H", "H", "H", "H", "H", "H", "H", "H", "H", "H", "H", "H", "H", "H", "H", "H"],
  "coordinates": [[-1.1498, 1.7746, 0.1212], [0.1004, 1.8703, -1.8043], [0.2728, 2.4800, 2.0446], [-4.0133, -2.5416, 4.1679], [5.6643, -1.0852, -3.8950], [-5.8989, 0.9641, -1.3053], [-1.2084, -0.6193, 0.5550], [-3.2663, -2.1423, 2.0661], [-1.9104, -3.2440, 3.5679], [-0.2177, 0.9622, -3.8845], [-4.4762, 0.2384, 0.3090], [-4.0003, -0.1146, -1.9024], [2.8712, 0.0327, -1.7031], [-0.5570, -0.3035, -2.0179], [-2.1317, 1.6642, 2.0036], [4.7990, -0.1982, -3.1840], [3.7091, -0.9426, -2.4343], [1.6629, 2.6856, 1.8544], [-4.8455, 0.4258, -0.9962], [-0.1731, 2.1657, 3.3427], [-2.5156, 1.9770, 4.4474], [-3.1240, -2.6418, 3.3365], [0.0044, -1.1476, 0.9445], [-0.1849, 0.9087, -2.5201], [2.8327, -1.7265, -3.4273], [6.8470, -1.4595, -3.2329], [-1.6738, 2.3367, 3.2226], [-1.7800, 3.4030, 2.9841], [1.9183, 2.3628, 0.8472], [2.2734, 2.2010, 2.6176], [0.6795, -1.4832, 0.1289], [-3.1357, 1.7219, 1.8620], [-2.0899, 2.1379, 5.4385], [1.8678, 3.7615, 1.9133], [3.3752, -2.4249, -4.0733], [2.2085, 0.3591, -2.4045], [-2.7920, 0.9247, 4.3606], [-3.4898, 0.0857, 0.4943], [6.6571, -2.1920, -2.4366], [-4.1090, -1.6037, 1.9754], [7.4322, -2.0352, -3.9520], [4.3146, 0.3027, -4.0280], [-0.4160, 0.1146, -4.3880], [-5.0216, 0.5887, 1.0733], [-3.4171, 2.5912, 4.4164], [0.6174, -0.4979, 1.5954], [-3.1054, -0.5031, -1.6688], [7.3926, -0.5844, -2.8775], [-1.3766, -3.4371, 2.7403], [5.3876, 0.4426, -2.5253], [0.1233, 1.7355, -4.4233], [-0.7411, -1.0234, -2.6987], [-0.1008, -2.0833, 1.5343], [0.2208, 2.8348, 4.1079], [-4.2487, -0.0569, -2.8716], [-2.4514, -1.8149, 1.5491], [4.1147, -1.7107, -1.7717], [2.2252, -0.4982, -1.1180], [2.1332, -2.3464, -2.8607], [0.0472, 1.0944, 3.4601], [-0.6624, -0.5148, -1.0035], [-1.9828, 0.6499, 2.0278], [2.2993, -1.0727, -4.1247], [-1.7850, -3.7485, 4.4237]],
  "homo_lumo_gap_ev": 8.6,
  "molar_mass_g_mol": 497.346,
  "homo_ha": -0.309,
  "e_lumo_ev": 0.239,
  "total_charge": 0,
  "de_lowest_kcal_mol": 0.0,
  "max_force_ev_per_a": 1.594
}